This record from the OMol25 dataset describes C31H32Cl2CoN2O5S2Sb2 as an isolated structure. The level of theory is wB97M-V/def2-TZVPD.

**Kohn-Sham gap (alpha / beta)**: 4.81 / 5.58 eV
**HOMO level (alpha / beta)**: -0.60 / -2.45 eV
**Lowest unoccupied orbital energy (alpha / beta)**: 4.22 / 3.13 eV
**<S²>**: 3.86
**Largest force on an atom**: 0.94 eV Å⁻¹
**Total charge**: -2
**Multiplicity**: 4

Structure (XYZ):
```
77
Properties=species:S:1:pos:R:3:forces:R:3
Co 0.2137 -0.2375 -0.3062 -0.156 -0.893 0.252
C 1.5485 2.9613 1.9283 -0.085 0.039 0.056
Sb 1.4499 2.5473 -0.1704 0.200 -0.007 0.118
C 3.1663 3.7655 -0.5814 0.068 -0.032 -0.065
C -0.7982 5.2855 -0.2520 -0.066 0.039 0.074
C -1.5125 5.5112 0.9325 0.104 -0.020 -0.198
C -0.9140 6.2759 1.9666 0.018 0.041 0.082
C -1.5598 6.5248 3.1543 -0.002 -0.024 -0.055
C -2.8434 6.0127 3.3518 -0.013 0.028 0.065
C -3.4520 5.2605 2.3580 -0.034 -0.024 -0.029
C -2.8285 4.9869 1.1438 -0.086 -0.010 0.026
C -3.4754 4.1022 0.1524 0.182 -0.032 0.081
Sb -2.5539 2.0739 0.2557 0.003 0.162 -0.069
C -3.5084 1.6267 2.1241 -0.032 0.061 0.074
C -4.1672 1.2757 -0.9060 -0.063 -0.041 -0.076
H 1.1144 3.9401 2.1441 0.019 0.029 -0.030
H 2.5966 2.9408 2.2261 -0.020 0.006 0.062
H 0.9910 2.1941 2.4593 0.008 -0.003 0.000
H 3.8401 3.7359 0.2731 0.037 0.012 -0.030
H 2.8180 4.7870 -0.7508 -0.010 0.018 0.040
H 3.6677 3.3934 -1.4694 0.017 -0.010 -0.016
H -1.2014 4.7218 -1.0781 0.011 -0.039 -0.007
H 0.1973 5.6935 -0.3668 0.014 0.005 -0.004
H 0.0869 6.6577 1.8000 0.007 0.002 0.002
H -1.0747 7.1038 3.9298 0.006 0.002 0.007
H -3.3650 6.1965 4.2832 0.001 -0.008 0.001
H -4.4465 4.8618 2.5245 0.002 -0.001 0.014
H -3.3235 4.4297 -0.8760 -0.064 0.039 -0.025
H -4.5393 3.9700 0.3461 -0.026 0.070 0.010
H -4.3985 2.2519 2.2165 -0.036 -0.047 0.038
H -2.8389 1.8163 2.9615 0.022 0.001 -0.001
H -3.7875 0.5743 2.1317 0.011 -0.023 0.010
H -5.0947 1.7867 -0.6427 -0.034 -0.034 -0.010
H -4.2497 0.2120 -0.6919 -0.004 -0.020 -0.006
H -3.9624 1.3994 -1.9691 0.014 0.001 -0.008
Cl -3.2804 -3.3391 5.0767 0.031 0.043 -0.031
C -2.3441 -2.2914 4.0117 -0.066 -0.049 -0.026
C -1.3525 -1.4963 4.5636 0.021 0.034 0.037
C -0.6172 -0.6821 3.6993 0.019 0.024 0.086
Cl 0.6459 0.3020 4.4036 -0.032 -0.042 -0.033
C -0.8265 -0.6142 2.3231 -0.106 0.129 -0.071
O -0.1142 0.1741 1.5591 0.337 -0.045 -0.210
C -1.8853 -1.4405 1.7924 -0.058 -0.130 -0.031
C -2.2080 -1.4090 0.4279 0.027 0.127 0.108
O -1.6517 -0.6380 -0.4633 0.310 0.041 -0.177
C -2.6167 -2.2811 2.6663 0.005 -0.016 0.064
H -1.1456 -1.5012 5.6230 0.006 -0.007 -0.003
H -2.9979 -2.0732 0.0669 -0.038 0.021 0.031
H -3.4022 -2.9079 2.2629 0.004 -0.011 -0.005
C -0.9527 1.7078 -5.4172 0.012 -0.013 0.006
C -1.0729 2.1422 -4.1009 0.016 -0.028 0.025
C -0.6435 1.3494 -3.0528 -0.028 0.047 -0.023
C -0.0761 0.0871 -3.2777 -0.029 0.032 0.125
C 0.0466 -0.3464 -4.6104 -0.005 0.001 0.009
C -0.3850 0.4577 -5.6489 -0.006 0.004 -0.035
N 0.3207 -0.6822 -2.2053 0.073 0.009 0.047
N 0.5905 -1.9497 -2.4978 0.064 0.030 0.186
C 0.8702 -2.6488 -1.3570 -0.051 0.006 -0.214
C 1.2394 -3.9997 -1.4234 0.024 -0.062 0.039
C 1.5191 -4.6981 -0.2623 0.006 0.006 -0.029
C 1.4490 -4.0637 0.9747 -0.002 0.006 0.008
C 1.0846 -2.7172 1.0470 0.011 0.025 0.064
C 0.7718 -2.0219 -0.1014 -0.062 0.104 -0.136
H -1.2863 2.3286 -6.2399 0.003 0.002 -0.009
H -1.5061 3.1136 -3.8845 -0.009 0.007 -0.008
H -0.7461 1.7078 -2.0375 -0.008 -0.013 -0.004
H 0.4978 -1.3088 -4.7963 -0.004 -0.011 0.000
H -0.2692 0.1020 -6.6678 -0.001 0.008 -0.004
H 1.3112 -4.4672 -2.3980 0.001 -0.007 -0.007
H 1.8094 -5.7421 -0.3185 -0.004 0.000 0.000
H 1.6797 -4.6056 1.8843 0.004 -0.005 0.004
H 1.0534 -2.2299 2.0138 0.000 0.010 0.001
O 3.7415 -0.9527 -2.2212 0.012 -0.057 0.029
S 3.6169 0.4199 -1.8141 -0.176 0.054 0.138
O 4.8339 1.0586 -1.3556 0.065 -0.001 0.024
O 2.7766 1.2636 -2.6438 0.015 0.049 0.030
S 2.4808 0.3093 0.0894 -0.395 0.391 -0.389
```
Positions in Å, forces in eV/Å.

Results of the Mulliken charge analysis, in e, for atoms 1 through 5: number 1, Co, carries -0.110; number 2, C, carries -0.839; number 3, Sb, carries 0.618; number 4, C, carries -1.414; number 5, C, carries -1.916



This record from the OMol25 dataset describes one molecule with the formula C5H8N2 in a non-equilibrium geometry. The level of theory is wB97M-V/def2-TZVPD.

**Kohn-Sham gap**: 8.46 eV
**HOMO level**: -7.83 eV
**Lowest unoccupied orbital energy**: 0.63 eV
**Relative energy (zero: lowest compared OMol25 entry of this formula, charge and spin)**: 3.800 eV
**Largest force on an atom**: 1.13 eV Å⁻¹
**Multiplicity**: 1

Structure (XYZ):
```
15
Properties=species:S:1:pos:R:3:forces:R:3
C 0.4353 1.6704 0.7137 -0.009 0.042 0.063
C -0.3068 1.0618 -0.4332 -0.036 0.099 0.158
C 0.1282 -0.4862 -1.7806 0.059 -0.193 -0.241
N -0.4425 -0.2749 -0.5637 0.038 0.179 0.002
C -0.7632 -1.2556 0.4575 -0.073 -0.018 0.013
C 0.4179 -1.6614 1.2422 0.825 -0.275 0.548
N 1.3533 -1.9523 1.8569 -0.917 0.289 -0.602
H 1.5128 1.4590 0.6520 -0.129 -0.001 -0.010
H 0.0971 1.2600 1.6754 0.040 0.030 -0.135
H 0.3040 2.7547 0.7436 0.004 -0.153 -0.028
H -0.8025 1.6745 -1.1739 0.103 -0.116 0.061
H -0.3861 -1.0836 -2.5337 0.065 0.056 0.123
H 1.1520 -0.1768 -1.9463 -0.153 0.011 0.050
H -1.5236 -0.8513 1.1337 0.116 -0.064 -0.069
H -1.1759 -2.1382 -0.0433 0.068 0.114 0.070
```
Positions in Å, forces in eV/Å.

Results of the natural (NBO) charge analysis, in e, for atoms 1 through 5: number 1, C, carries -0.690; number 2, C, carries 0.027; number 3, C, carries -0.310; number 4, N, carries -0.391; number 5, C, carries -0.322



This record from the OMol25 dataset describes a 8-piece molecular cluster, C33H66O27S overall. The level of theory is wB97M-V/def2-TZVPD.

**Kohn-Sham gap**: 10.40 eV
**HOMO level**: -10.06 eV
**Lowest unoccupied orbital energy**: 0.34 eV
**Largest force on an atom**: 0.50 eV Å⁻¹
**Multiplicity**: 1

Structure (XYZ):
```
127
Properties=species:S:1:pos:R:3:forces:R:3
C -0.7632 -0.9791 -7.2748 -0.086 0.207 0.087
C 0.0080 -1.0460 -5.9564 0.147 -0.236 0.100
O -0.3425 -0.0215 -5.0387 -0.081 0.113 0.067
C -1.5562 -0.2433 -4.3449 0.130 -0.066 -0.275
C -1.3013 -0.7650 -2.9343 0.068 0.040 0.023
O -2.1057 -0.0261 -1.9958 -0.113 -0.110 -0.175
S -1.3393 0.7247 -0.7766 0.240 0.083 -0.196
O -2.2159 1.7977 -0.4094 -0.148 0.139 0.076
O -1.5708 -0.3833 0.3733 0.158 -0.371 0.183
C -0.7295 -1.5506 0.2058 -0.008 0.217 0.081
C -0.2344 -2.0468 1.5446 0.237 -0.056 -0.086
C 0.4899 -3.3931 1.3705 0.023 0.025 -0.156
C 1.8605 -3.4526 2.0511 -0.051 0.032 0.010
C 2.9872 -2.8797 1.1728 0.016 -0.120 -0.011
C 3.9307 -1.9523 1.9156 0.163 -0.013 0.123
O 4.5875 -1.0247 1.0299 0.234 -0.028 0.078
C 4.1708 0.2512 1.0555 -0.388 -0.213 0.232
C 5.0504 1.1704 0.2846 -0.010 0.250 -0.191
O 3.1792 0.6057 1.6454 0.119 -0.081 -0.064
H -1.4817 -0.1616 -7.2207 -0.041 0.026 -0.064
H -1.3104 -1.8953 -7.4833 0.000 -0.067 -0.042
H -0.1015 -0.7683 -8.1110 0.010 -0.021 -0.070
H -0.1277 -2.0261 -5.4862 0.002 -0.021 0.059
H 1.0767 -0.9226 -6.1169 0.034 0.021 -0.056
H -2.0817 0.7076 -4.2693 -0.038 0.034 0.023
H -2.1800 -0.9447 -4.9034 -0.138 0.054 -0.027
H -1.5574 -1.8186 -2.8263 -0.021 -0.053 0.034
H -0.2373 -0.6423 -2.7215 0.019 0.077 0.063
H 0.1486 -1.2758 -0.3882 -0.026 -0.036 -0.160
H -1.2892 -2.3132 -0.3382 -0.082 -0.045 0.025
H -1.0608 -2.1115 2.2502 -0.022 -0.012 0.061
H 0.4816 -1.3174 1.9261 -0.083 0.103 0.118
H 0.6534 -3.5554 0.3007 -0.045 -0.168 -0.045
H -0.1393 -4.2164 1.7055 -0.074 0.015 0.060
H 2.0815 -4.4881 2.3042 0.080 -0.032 0.077
H 1.8194 -2.8974 2.9909 -0.056 -0.065 0.095
H 3.5762 -3.7073 0.7757 -0.051 0.007 -0.235
H 2.5748 -2.3542 0.3099 -0.066 0.154 0.050
H 3.4224 -1.3999 2.7010 -0.093 0.106 -0.053
H 4.7461 -2.5177 2.3655 0.003 -0.007 0.080
H 4.7535 1.1629 -0.7642 -0.022 -0.051 -0.038
H 6.0995 0.8988 0.3396 0.038 -0.056 0.071
H 4.8769 2.1669 0.6782 0.148 0.103 -0.066
C -4.2954 -6.6634 -0.1115 -0.036 0.015 0.022
O -4.8977 -5.3648 -0.0413 0.017 -0.016 -0.029
C -4.3249 -4.4477 -0.8206 0.104 -0.037 0.040
O -3.3727 -4.6292 -1.5383 -0.023 -0.005 0.038
O -4.9711 -3.2997 -0.6594 0.006 0.018 -0.148
C -4.4373 -2.2150 -1.4323 -0.043 0.164 0.048
H -4.8699 -7.2820 0.5702 0.011 -0.020 -0.003
H -4.3529 -7.0554 -1.1246 0.004 0.000 -0.009
H -3.2536 -6.6171 0.1991 0.009 0.003 -0.003
H -4.4976 -2.4391 -2.4955 0.029 -0.034 -0.009
H -3.4069 -2.0197 -1.1486 -0.027 -0.003 -0.015
H -5.0476 -1.3493 -1.1958 -0.010 -0.024 0.040
C 0.3783 1.6923 2.4417 -0.095 -0.143 -0.060
O -0.2953 1.9474 3.6866 0.122 0.016 0.006
C 0.1917 3.0116 4.3199 -0.007 0.114 -0.041
O 1.0923 3.7077 3.9223 -0.012 0.020 0.158
O -0.4776 3.1784 5.4600 0.027 -0.054 -0.031
C -0.0692 4.3194 6.2206 -0.044 -0.008 -0.019
H -0.0977 0.8176 2.0121 -0.181 0.040 0.100
H 0.2590 2.5447 1.7752 0.079 0.013 -0.006
H 1.4258 1.4742 2.6086 0.027 0.174 0.023
H -0.2222 5.2321 5.6481 -0.012 -0.001 -0.020
H 0.9799 4.2391 6.4992 0.008 -0.007 -0.001
H -0.6989 4.3145 7.1048 0.006 0.011 0.014
C -4.7671 5.3412 5.5542 -0.035 -0.065 -0.019
O -4.9531 4.0953 4.8780 0.038 0.025 -0.028
C -4.0422 3.8471 3.9238 0.006 -0.024 0.094
O -3.1336 4.5828 3.6318 0.011 -0.012 -0.018
O -4.3202 2.6732 3.3823 -0.049 0.050 0.019
C -3.4285 2.2658 2.3271 0.051 -0.027 0.038
H -5.5692 5.3959 6.2840 0.007 0.017 0.007
H -3.7985 5.3677 6.0501 0.017 -0.001 0.003
H -4.8317 6.1720 4.8541 0.006 0.009 -0.009
H -2.4108 2.2060 2.7080 -0.071 0.007 -0.037
H -3.4716 2.9658 1.4979 -0.025 0.020 0.012
H -3.7764 1.2872 2.0173 -0.042 -0.024 -0.005
C -3.7632 2.2397 -11.3020 0.037 -0.022 0.008
O -2.8995 2.2644 -10.1592 -0.011 0.011 0.015
C -3.2671 3.1297 -9.2138 -0.042 0.029 -0.005
O -4.2298 3.8513 -9.2571 0.034 -0.025 0.003
O -2.3895 3.0578 -8.2153 -0.005 -0.025 -0.005
C -2.6652 3.9381 -7.1179 0.051 -0.035 0.010
H -3.3347 1.4979 -11.9682 -0.013 0.002 -0.014
H -4.7726 1.9558 -11.0117 -0.007 0.003 0.008
H -3.7886 3.2157 -11.7823 -0.001 0.010 0.003
H -3.6341 3.7089 -6.6792 -0.014 0.004 -0.009
H -2.6538 4.9745 -7.4485 -0.012 0.005 -0.009
H -1.8698 3.7577 -6.4019 -0.006 0.011 0.014
C -7.4600 0.3962 4.7848 -0.041 -0.086 0.008
O -7.6267 -0.9786 4.3998 -0.015 0.084 0.024
C -6.6828 -1.4382 3.5831 0.151 0.015 -0.068
O -5.7434 -0.8090 3.1637 -0.099 -0.053 0.027
O -6.9458 -2.7159 3.3080 0.075 -0.007 -0.023
C -5.9900 -3.3314 2.4282 -0.136 -0.007 0.089
H -8.2996 0.6118 5.4383 0.012 0.011 -0.009
H -6.5190 0.5346 5.3095 0.060 -0.002 0.021
H -7.4740 1.0438 3.9128 0.001 0.017 -0.058
H -4.9997 -3.3167 2.8802 0.025 0.016 -0.011
H -5.9634 -2.8178 1.4726 0.007 0.007 0.018
H -6.3289 -4.3539 2.2926 -0.017 0.028 0.009
C 7.9148 -4.6030 -4.0544 0.025 -0.025 0.023
O 8.1378 -4.5133 -2.6424 -0.010 0.012 0.015
C 7.4807 -3.5205 -2.0441 -0.025 0.023 -0.039
O 6.7461 -2.7360 -2.5887 0.020 -0.024 0.026
O 7.7730 -3.5435 -0.7459 0.013 0.021 -0.012
C 7.1298 -2.5133 0.0181 0.020 -0.116 -0.010
H 8.5112 -5.4472 -4.3849 -0.004 0.001 -0.017
H 6.8610 -4.7739 -4.2645 -0.010 0.004 0.003
H 8.2369 -3.6898 -4.5506 -0.001 0.011 0.002
H 6.0486 -2.5996 -0.0554 0.071 0.018 -0.035
H 7.4382 -1.5315 -0.3354 -0.035 0.017 -0.017
H 7.4607 -2.6662 1.0408 -0.016 0.006 0.013
C 5.1142 3.6694 3.7219 -0.149 -0.029 -0.047
O 6.4769 3.8080 3.2948 0.004 -0.002 -0.016
C 7.3763 3.6681 4.2643 0.006 -0.010 0.053
O 7.1405 3.4394 5.4228 0.004 0.006 -0.044
O 8.5921 3.8216 3.7356 -0.019 -0.007 0.009
C 9.6630 3.7002 4.6784 0.000 0.009 -0.044
H 4.5080 3.8080 2.8326 0.008 0.006 -0.008
H 4.9420 2.6790 4.1381 0.020 -0.002 0.026
H 4.8600 4.4234 4.4630 0.049 0.002 0.025
H 9.6584 2.7137 5.1377 -0.007 -0.006 0.005
H 9.5762 4.4575 5.4548 -0.008 0.003 0.007
H 10.5703 3.8482 4.1016 0.012 -0.002 0.014
```
Positions in Å, forces in eV/Å.

Results of the Mulliken charge analysis, in e, for atoms 1 through 5: number 1, C, carries -0.994; number 2, C, carries -0.255; number 3, O, carries -0.427; number 4, C, carries -0.772; number 5, C, carries -0.183



This record from the OMol25 dataset describes a 3-piece molecular cluster, C12H20O5 overall in a non-equilibrium geometry. The level of theory is wB97M-V/def2-TZVPD.

**Kohn-Sham gap**: 1.69 eV
**HOMO level**: 2.35 eV
**Lowest unoccupied orbital energy**: 4.03 eV
**Largest force on an atom**: 1.67 eV Å⁻¹
**Total charge**: -2
**Multiplicity**: 1

Structure (XYZ):
```
37
Properties=species:S:1:pos:R:3:forces:R:3
O 0.3811 3.2144 2.8933 0.547 -0.903 0.291
C 0.5034 4.1328 2.1230 -1.199 1.131 0.257
C -0.5122 5.2815 2.1185 0.011 0.449 -0.238
C -1.6961 5.0421 1.1419 0.215 0.456 0.455
C -2.7767 4.1054 1.7592 -0.588 -0.412 0.407
O -3.0129 3.0114 1.1828 0.274 -0.686 -0.658
O -3.4576 4.4258 2.7980 0.782 0.854 -0.287
H 1.3962 4.1580 1.4355 -0.502 0.128 -0.093
H 0.0528 6.1998 1.8151 -0.342 -0.446 0.005
H -0.8930 5.4585 3.1628 0.468 -0.400 -0.213
H -2.1990 6.0384 1.0594 0.361 -0.460 -0.031
C -2.8017 -1.3621 -1.1156 -0.008 -0.269 0.116
C -2.7559 -0.2117 -0.1211 -0.157 0.243 -0.226
C -1.2741 -0.1063 0.1723 0.191 0.213 0.332
O -0.5856 -0.5294 -1.0272 -0.213 -0.303 -0.082
C -1.5265 -1.1367 -1.9127 0.174 0.233 -0.033
H -3.6972 -1.3706 -1.7396 0.027 0.016 -0.020
H -2.7471 -2.3182 -0.5826 0.005 -0.032 -0.071
H -3.1059 0.7075 -0.5959 0.043 0.093 0.229
H -3.3537 -0.3796 0.7727 0.047 0.103 0.008
H -0.9788 -0.7807 0.9857 -0.018 -0.016 0.011
H -0.9723 0.9082 0.4342 -0.068 0.011 -0.073
H -1.6979 -0.4457 -2.7467 -0.081 -0.074 -0.063
H -1.1079 -2.0671 -2.3112 0.088 0.019 -0.011
C 2.2066 -3.9160 -1.1445 -0.081 -0.128 0.159
C 2.3542 -2.4033 -1.1499 -0.063 0.170 -0.126
C 3.5600 -2.2048 -0.2493 -0.028 -0.006 0.208
O 4.3900 -3.3702 -0.4068 -0.132 -0.074 -0.079
C 3.6565 -4.3736 -1.1129 0.165 0.079 -0.102
H 1.6563 -4.3071 -2.0007 0.022 0.011 0.007
H 1.6931 -4.2352 -0.2333 -0.001 -0.013 -0.038
H 2.5818 -2.0563 -2.1619 -0.026 0.025 0.030
H 1.4682 -1.8725 -0.8003 0.023 0.041 -0.066
H 3.2642 -2.1411 0.8022 -0.032 0.080 -0.025
H 4.1319 -1.3118 -0.5032 0.072 -0.074 0.021
H 4.0715 -4.4459 -2.1257 -0.063 -0.094 -0.036
H 3.7843 -5.3380 -0.6155 0.088 0.034 0.034
```
Positions in Å, forces in eV/Å.

Results of the natural (NBO) charge analysis, in e, for atoms 1 through 5: number 1, O, carries -0.606; number 2, C, carries 0.437; number 3, C, carries -0.551; number 4, C, carries -0.793; number 5, C, carries 0.724